Formula: C4H4N2
Source: the Open Molecules 2025 dataset
Level of theory: the ωB97M-V functional and the def2-TZVPD basis

Energy in hartree: -264.17992
HOMO-LUMO gap (spin up / spin down) in eV: 8.61 / 8.61
Relative energy (zero: lowest compared OMol25 entry of this formula, charge and spin) in kJ/mol: 384.7
Strongest force on any atom in Eh/bohr: 0.117
Molar mass in Da: 80.1

```
! RIJCOSX wB97M-V def2-TZVPD def2/J DEFGRID3
* xyz 0 1
C 1.019 0.746 -0.326
C -0.374 -0.738 0.263
C -0.877 -0.247 1.440
N -1.316 0.113 2.455
C -1.094 -0.954 -0.883
N -1.716 -1.192 -1.836
H 1.504 0.500 -1.274
H 1.740 1.003 0.456
H 0.278 1.533 -0.452
H 0.837 -0.763 0.157
*
```